No. 1
Computed, not measured: a single C20H30N4O4 molecule, with ωB97M-V/def2-TZVPD.

CARTESIAN COORDINATES (ANGSTROEM)
C: -3.40 -5.01 -4.44
O: -2.78 -3.98 -3.71
C: -3.31 -2.72 -3.84
C: -4.40 -2.40 -4.63
C: -4.86 -1.09 -4.67
C: -4.27 -0.07 -3.92
N: -4.73 1.23 -4.02
C: -3.15 -0.41 -3.14
C: -2.46 0.65 -2.33
O: -3.04 1.63 -1.88
N: -1.14 0.45 -2.09
C: -0.36 1.46 -1.38
C: 1.08 1.00 -1.25
C: 1.92 1.95 -0.43
O: 1.90 3.20 -1.07
C: 1.59 1.93 1.09
N: 2.86 1.24 1.31
C: 3.30 0.34 2.21
O: 4.31 -0.32 2.01
C: 2.41 0.17 3.46
N: 2.04 1.48 3.95
C: 3.20 2.18 4.47
C: 0.96 1.49 4.93
C: 1.31 -0.87 3.09
C: 2.22 -1.98 3.66
C: 3.03 -0.90 4.41
C: 3.32 1.37 -0.07
C: -2.70 -1.72 -3.10
H: -2.85 -5.92 -4.21
H: -4.45 -5.14 -4.14
H: -3.35 -4.83 -5.52
H: -4.90 -3.15 -5.22
H: -5.71 -0.85 -5.29
H: -4.51 1.81 -3.23
H: -5.67 1.32 -4.36
H: -0.65 -0.23 -2.64
H: -0.41 2.41 -1.90
H: -0.81 1.61 -0.40
H: 1.11 0.01 -0.77
H: 1.53 0.90 -2.24
H: 2.42 3.83 -0.56
H: 1.55 2.92 1.55
H: 0.70 1.37 1.39
H: 2.93 3.21 4.71
H: 3.62 1.71 5.37
H: 3.99 2.21 3.71
H: 0.79 2.53 5.24
H: 0.03 1.13 4.50
H: 1.18 0.91 5.84
H: 0.42 -0.74 3.71
H: 1.01 -0.93 2.05
H: 1.74 -2.75 4.26
H: 2.82 -2.44 2.88
H: 4.11 -0.98 4.40
H: 2.66 -0.75 5.43
H: 3.59 0.43 -0.54
H: 4.13 2.09 -0.19
H: -1.87 -2.00 -2.46

As for the spin multiplicity: 1. The value obtained for the LUMO energy is 0.55 eV. As for the total energy: -1300.06608 Eh. As for the SMILES: COc1ccc(N)c(C(=O)NCCC2(O)CN(C(=O)C3(N(C)C)CCC3)C2)c1. The HOMO energy is -7.582 eV.

No. 2
Computed, not measured: C20H30N4O4PdS3 as an isolated structure, with ωB97M-V/def2-TZVPD.

CARTESIAN COORDINATES (ANGSTROEM)
Pd: 0.03 -0.06 0.79
O: -0.51 -1.52 -0.69
N: 0.61 -2.27 -0.70
C: 0.47 -3.65 -0.80
C: 1.55 -4.44 -0.98
C: 2.85 -3.87 -1.10
C: 2.97 -2.47 -1.03
C: 1.87 -1.66 -0.85
S: 1.96 0.07 -0.72
H: -0.54 -4.01 -0.69
H: 1.41 -5.51 -1.03
H: 3.72 -4.50 -1.23
H: 3.93 -1.99 -1.13
N: -1.08 1.72 -0.74
C: -2.40 1.98 -0.25
C: -3.00 3.21 -0.46
C: -4.27 3.47 0.04
C: -4.94 2.49 0.74
C: -4.35 1.26 0.97
C: -3.08 1.00 0.47
S: -6.62 2.84 1.34
O: -7.14 1.55 1.75
O: -7.28 3.42 0.17
O: -6.40 3.78 2.43
H: -1.03 0.84 -1.24
H: -0.74 2.46 -1.33
H: -2.47 3.97 -1.03
H: -4.75 4.42 -0.12
H: -4.91 0.51 1.52
H: -2.63 0.03 0.63
C: 2.88 -2.42 5.19
C: 4.26 -2.23 4.54
C: 4.36 -1.01 3.62
C: 3.65 -1.14 2.27
N: 2.20 -1.17 2.33
C: 1.39 -0.13 2.65
S: -0.22 -0.49 3.16
N: 2.01 1.07 2.86
C: 1.27 2.32 3.10
C: 0.89 2.56 4.56
C: 2.04 2.37 5.55
C: 3.13 3.44 5.42
H: 2.94 -3.16 5.99
H: 2.13 -2.76 4.48
H: 2.53 -1.48 5.62
H: 4.53 -3.13 3.98
H: 5.00 -2.11 5.34
H: 5.42 -0.83 3.40
H: 3.98 -0.13 4.15
H: 3.96 -2.06 1.78
H: 3.95 -0.32 1.61
H: 1.73 -2.06 2.34
H: 2.82 1.18 2.27
H: 0.38 2.37 2.47
H: 1.94 3.12 2.77
H: 0.08 1.88 4.83
H: 0.50 3.58 4.64
H: 2.48 1.38 5.41
H: 1.63 2.40 6.56
H: 3.59 3.41 4.43
H: 3.91 3.29 6.16
H: 2.71 4.43 5.56

As for the expectation value of S²: 3.78. As for the spin multiplicity: 4. The total charge is -1. The value obtained for the LUMO energy (spin up / spin down) is 1.86 / -0.12 eV. As for the total energy: -2622.48683 Eh. The HOMO energy (spin up / spin down) is -3.230 / -5.187 eV.

No. 3
Computed, not measured: a 2-piece molecular cluster, C20H30O5 overall, with ωB97M-V/def2-TZVPD.

CARTESIAN COORDINATES (ANGSTROEM)
C: 2.52 0.98 -2.71
O: 1.19 1.48 -2.72
C: 0.28 0.48 -2.72
C: -1.11 0.67 -2.72
C: -1.99 -0.43 -2.72
C: -3.35 -0.23 -2.74
C: -3.89 1.05 -2.75
C: -5.37 1.23 -2.77
C: -3.02 2.15 -2.74
C: -1.66 1.97 -2.73
H: 3.21 1.82 -2.71
H: 2.69 0.39 -1.81
H: 2.69 0.38 -3.60
H: 0.66 -0.53 -2.72
H: -1.59 -1.43 -2.72
H: -4.02 -1.08 -2.74
H: -5.64 2.29 -2.77
H: -5.80 0.77 -3.66
H: -5.82 0.77 -1.89
H: -3.43 3.14 -2.75
H: -0.99 2.81 -2.73
C: -2.14 -1.67 3.53
C: -0.78 -1.76 2.86
C: -0.75 -1.02 1.53
C: 0.62 -1.04 0.84
C: 1.71 -0.40 1.61
C: 2.96 -1.10 1.72
O: 3.93 -0.66 2.34
O: 3.03 -2.30 1.05
C: 4.35 -2.80 1.08
C: 4.59 -3.83 0.00
C: 1.53 0.95 2.08
O: 2.37 1.55 2.74
O: 0.35 1.55 1.71
C: 0.36 2.91 2.07
C: -0.70 3.68 1.32
H: -2.17 -2.23 4.47
H: -2.41 -0.64 3.75
H: -2.93 -2.07 2.89
H: -0.01 -1.35 3.53
H: -0.50 -2.81 2.70
H: -1.51 -1.44 0.86
H: -1.06 0.02 1.69
H: 0.90 -2.07 0.63
H: 0.55 -0.54 -0.14
H: 5.02 -1.94 0.96
H: 4.53 -3.20 2.09
H: 5.62 -4.17 -0.03
H: 3.95 -4.70 0.15
H: 4.34 -3.42 -0.98
H: 0.24 2.97 3.16
H: 1.37 3.29 1.84
H: -0.68 4.74 1.55
H: -0.57 3.56 0.24
H: -1.69 3.29 1.56

As for the spin multiplicity: 1. The value obtained for the LUMO energy is -2.82 eV. As for the total energy: -1156.15333 Eh. The HOMO energy is -5.843 eV.

Copy entry 3 word for word.
Computed, not measured: a 2-piece molecular cluster, C20H30O5 overall, with ωB97M-V/def2-TZVPD.

CARTESIAN COORDINATES (ANGSTROEM)
C: 2.52 0.98 -2.71
O: 1.19 1.48 -2.72
C: 0.28 0.48 -2.72
C: -1.11 0.67 -2.72
C: -1.99 -0.43 -2.72
C: -3.35 -0.23 -2.74
C: -3.89 1.05 -2.75
C: -5.37 1.23 -2.77
C: -3.02 2.15 -2.74
C: -1.66 1.97 -2.73
H: 3.21 1.82 -2.71
H: 2.69 0.39 -1.81
H: 2.69 0.38 -3.60
H: 0.66 -0.53 -2.72
H: -1.59 -1.43 -2.72
H: -4.02 -1.08 -2.74
H: -5.64 2.29 -2.77
H: -5.80 0.77 -3.66
H: -5.82 0.77 -1.89
H: -3.43 3.14 -2.75
H: -0.99 2.81 -2.73
C: -2.14 -1.67 3.53
C: -0.78 -1.76 2.86
C: -0.75 -1.02 1.53
C: 0.62 -1.04 0.84
C: 1.71 -0.40 1.61
C: 2.96 -1.10 1.72
O: 3.93 -0.66 2.34
O: 3.03 -2.30 1.05
C: 4.35 -2.80 1.08
C: 4.59 -3.83 0.00
C: 1.53 0.95 2.08
O: 2.37 1.55 2.74
O: 0.35 1.55 1.71
C: 0.36 2.91 2.07
C: -0.70 3.68 1.32
H: -2.17 -2.23 4.47
H: -2.41 -0.64 3.75
H: -2.93 -2.07 2.89
H: -0.01 -1.35 3.53
H: -0.50 -2.81 2.70
H: -1.51 -1.44 0.86
H: -1.06 0.02 1.69
H: 0.90 -2.07 0.63
H: 0.55 -0.54 -0.14
H: 5.02 -1.94 0.96
H: 4.53 -3.20 2.09
H: 5.62 -4.17 -0.03
H: 3.95 -4.70 0.15
H: 4.34 -3.42 -0.98
H: 0.24 2.97 3.16
H: 1.37 3.29 1.84
H: -0.68 4.74 1.55
H: -0.57 3.56 0.24
H: -1.69 3.29 1.56

As for the spin multiplicity: 1. The value obtained for the LUMO energy is -2.82 eV. As for the total energy: -1156.15333 Eh. The HOMO energy is -5.843 eV.

Please write out number 3 again, unchanged.
Computed, not measured: a 2-piece molecular cluster, C20H30O5 overall, with ωB97M-V/def2-TZVPD.

CARTESIAN COORDINATES (ANGSTROEM)
C: 2.52 0.98 -2.71
O: 1.19 1.48 -2.72
C: 0.28 0.48 -2.72
C: -1.11 0.67 -2.72
C: -1.99 -0.43 -2.72
C: -3.35 -0.23 -2.74
C: -3.89 1.05 -2.75
C: -5.37 1.23 -2.77
C: -3.02 2.15 -2.74
C: -1.66 1.97 -2.73
H: 3.21 1.82 -2.71
H: 2.69 0.39 -1.81
H: 2.69 0.38 -3.60
H: 0.66 -0.53 -2.72
H: -1.59 -1.43 -2.72
H: -4.02 -1.08 -2.74
H: -5.64 2.29 -2.77
H: -5.80 0.77 -3.66
H: -5.82 0.77 -1.89
H: -3.43 3.14 -2.75
H: -0.99 2.81 -2.73
C: -2.14 -1.67 3.53
C: -0.78 -1.76 2.86
C: -0.75 -1.02 1.53
C: 0.62 -1.04 0.84
C: 1.71 -0.40 1.61
C: 2.96 -1.10 1.72
O: 3.93 -0.66 2.34
O: 3.03 -2.30 1.05
C: 4.35 -2.80 1.08
C: 4.59 -3.83 0.00
C: 1.53 0.95 2.08
O: 2.37 1.55 2.74
O: 0.35 1.55 1.71
C: 0.36 2.91 2.07
C: -0.70 3.68 1.32
H: -2.17 -2.23 4.47
H: -2.41 -0.64 3.75
H: -2.93 -2.07 2.89
H: -0.01 -1.35 3.53
H: -0.50 -2.81 2.70
H: -1.51 -1.44 0.86
H: -1.06 0.02 1.69
H: 0.90 -2.07 0.63
H: 0.55 -0.54 -0.14
H: 5.02 -1.94 0.96
H: 4.53 -3.20 2.09
H: 5.62 -4.17 -0.03
H: 3.95 -4.70 0.15
H: 4.34 -3.42 -0.98
H: 0.24 2.97 3.16
H: 1.37 3.29 1.84
H: -0.68 4.74 1.55
H: -0.57 3.56 0.24
H: -1.69 3.29 1.56

As for the spin multiplicity: 1. The value obtained for the LUMO energy is -2.82 eV. As for the total energy: -1156.15333 Eh. The HOMO energy is -5.843 eV.